[1]
Density functional theory data (wB97M-V/def2-TZVPD) for a molecular structure, C39H32IrNO2Se.

Structure (XYZ):
```
76
Properties=species:S:1:pos:R:3:forces:R:3
Ir -1.105 0.007 -0.440 0.062 0.218 0.518
O -1.127 1.875 -0.557 0.016 0.200 -0.325
C -0.224 2.825 -1.129 0.058 0.168 0.109
C 1.196 2.416 -0.679 -0.075 -0.129 0.060
C 1.712 1.185 -1.367 -0.009 0.019 0.014
C 2.727 1.306 -2.297 0.061 -0.013 -0.002
C 3.173 0.182 -2.969 0.011 0.026 0.007
C 2.598 -1.035 -2.676 0.095 -0.023 0.045
C 1.584 -1.113 -1.728 0.062 -0.044 0.077
C 0.990 -2.489 -1.519 -0.143 0.143 -0.100
C -0.033 -2.774 -0.418 0.126 -0.159 0.076
O -1.121 -1.854 -0.541 0.091 -0.227 -0.009
C -0.590 -4.174 -0.708 -0.154 0.020 0.047
C -1.510 -4.326 -1.744 -0.004 0.009 0.036
C -2.011 -5.577 -2.064 0.036 0.000 0.009
C -1.592 -6.695 -1.354 -0.017 0.017 -0.003
C -0.676 -6.551 -0.327 0.019 0.004 0.005
C -0.175 -5.295 -0.002 0.037 -0.017 -0.049
C 0.535 -2.717 0.993 -0.064 0.053 0.012
C 1.898 -2.698 1.261 0.019 0.035 0.036
C 2.361 -2.811 2.569 0.007 0.042 -0.036
C 1.466 -2.939 3.618 -0.054 0.020 0.018
C 0.098 -2.927 3.361 0.035 -0.022 -0.020
C -0.360 -2.811 2.061 -0.012 -0.105 -0.010
N 1.152 -0.014 -1.089 -0.229 -0.011 -0.289
C -0.261 2.815 -2.653 -0.028 -0.068 -0.078
C 0.364 3.859 -3.332 0.063 -0.023 -0.037
C 0.467 3.841 -4.714 0.014 0.001 0.016
C -0.054 2.778 -5.440 -0.042 -0.024 0.015
C -0.687 1.741 -4.774 0.040 0.053 0.000
C -0.789 1.764 -3.388 -0.040 -0.010 0.006
C -0.624 4.189 -0.570 -0.189 -0.134 0.201
C -0.016 4.735 0.555 -0.008 0.052 -0.082
C -0.479 5.927 1.099 0.015 -0.029 -0.012
C -1.565 6.575 0.533 -0.019 -0.003 -0.008
C -2.186 6.029 -0.583 0.006 -0.012 -0.005
C -1.720 4.844 -1.127 0.016 -0.004 -0.002
H 1.176 2.250 0.398 0.072 0.052 0.026
H 1.869 3.244 -0.890 0.049 -0.018 0.019
H 3.145 2.282 -2.500 -0.004 -0.002 0.007
H 3.955 0.258 -3.713 -0.005 0.001 0.002
H 2.918 -1.938 -3.178 -0.001 -0.001 0.012
H 1.809 -3.197 -1.390 0.016 -0.027 -0.090
H 0.515 -2.765 -2.465 -0.007 0.001 0.008
H -1.851 -3.454 -2.290 -0.002 -0.008 -0.001
H -2.726 -5.680 -2.869 -0.008 0.004 0.016
H -1.984 -7.673 -1.601 0.007 0.005 -0.003
H -0.347 -7.417 0.233 0.004 0.005 -0.003
H 0.540 -5.203 0.806 -0.014 0.000 0.003
H 2.619 -2.611 0.460 0.013 -0.019 0.007
H 3.425 -2.812 2.762 0.000 0.007 -0.009
H 1.828 -3.047 4.632 -0.005 0.005 -0.004
H -0.609 -3.018 4.176 0.003 0.006 0.004
H -1.424 -2.832 1.854 0.006 -0.012 0.016
H 0.769 4.697 -2.776 -0.020 -0.002 -0.007
H 0.950 4.663 -5.226 -0.001 -0.002 0.004
H 0.018 2.768 -6.520 0.013 -0.002 0.005
H -1.109 0.914 -5.330 -0.018 0.002 0.003
H -1.308 0.951 -2.892 -0.017 0.007 -0.011
H 0.830 4.249 1.022 0.022 -0.008 0.025
H 0.009 6.345 1.970 0.003 -0.006 -0.005
H -1.929 7.500 0.960 0.011 0.005 -0.013
H -3.036 6.528 -1.030 0.001 -0.003 0.008
H -2.211 4.422 -1.996 0.000 0.009 0.007
Se -0.027 0.461 2.110 0.385 0.000 -0.163
C -0.606 0.219 3.867 -0.265 0.034 -0.119
C 0.379 0.262 4.862 -0.087 0.037 0.042
C 0.014 0.061 6.182 0.001 -0.015 -0.032
C -1.319 -0.164 6.508 0.015 0.002 -0.009
C -2.297 -0.190 5.518 -0.002 -0.008 0.020
C -1.947 -0.003 4.194 0.025 -0.045 -0.002
H 1.410 0.447 4.593 0.004 -0.016 0.006
H 0.768 0.085 6.957 -0.010 0.005 0.009
H -1.599 -0.316 7.542 -0.001 0.002 -0.006
H -3.333 -0.357 5.783 0.005 -0.001 0.004
H -2.699 -0.025 3.417 0.012 -0.010 -0.013
```
Positions in Å, forces in eV/Å.

Computed properties:
HOMO level (alpha / beta) (eV): -11.01 / -11.42
Net charge: +1
Multiplicity: 6
LUMO level (alpha / beta) (eV): -2.259 / -5.136
Frontier orbital gap (alpha / beta) (eV): 8.75 / 6.29

[2]
Density functional theory data (wB97M-V/def2-TZVPD) for a molecular structure, C39H32N2O6S5V.

Structure (XYZ):
```
85
Properties=species:S:1:pos:R:3:forces:R:3
V 0.009 -0.075 -0.190 1.712 0.672 4.106
O -0.748 -2.611 3.187 0.013 0.053 -0.171
C -0.642 -1.607 2.495 -0.039 0.148 0.539
O -0.391 -1.582 1.234 -0.357 -0.060 -0.213
C -0.804 -0.223 3.161 0.104 -0.263 -0.421
C 0.382 0.670 2.755 0.132 -0.057 0.703
C 0.431 1.915 3.642 0.002 0.008 -0.141
C -0.770 2.721 3.093 0.050 -0.046 -0.118
C -1.277 1.798 1.971 -0.379 0.169 0.382
O -0.059 1.208 1.493 -0.077 0.421 0.310
C -2.020 0.613 2.614 0.229 -0.092 -0.170
C -2.986 -0.268 1.808 0.036 0.153 0.088
O -3.833 -0.847 2.446 -0.070 -0.082 -0.132
O -2.768 -1.801 -0.058 -0.268 -0.010 0.109
H -0.873 -0.379 4.234 0.029 0.043 0.012
H 1.327 0.150 2.636 0.015 0.078 -0.215
H 0.347 1.662 4.700 -0.059 -0.029 -0.011
H 1.369 2.434 3.469 0.037 0.005 -0.019
H -1.544 2.916 3.836 -0.026 -0.001 -0.023
H -0.448 3.672 2.668 0.022 -0.011 0.015
H -1.804 2.323 1.184 0.059 -0.012 -0.056
H -2.628 0.960 3.450 -0.011 -0.020 -0.015
S 5.136 0.540 -0.200 0.195 -0.177 0.039
C 3.593 0.746 0.460 0.246 0.426 -0.427
S 3.189 2.161 1.303 -0.236 0.179 0.449
S 2.408 -0.477 0.092 0.166 -0.377 0.116
S 4.012 3.788 -1.506 -0.134 0.348 -0.093
C 4.828 5.258 -1.815 -0.092 -0.409 0.000
C 3.975 6.252 -2.194 -0.005 0.162 -0.058
C 2.635 5.814 -2.247 -0.140 -0.031 -0.040
C 2.481 4.491 -1.905 0.661 0.047 0.022
C 1.241 3.727 -1.801 -0.779 0.503 -0.247
C 1.265 2.375 -1.416 0.298 -0.557 0.108
N 0.184 1.649 -1.197 -0.005 1.714 -1.065
C -1.027 2.254 -1.376 0.103 0.502 -0.095
C -1.168 3.580 -1.832 -0.178 -0.407 0.100
C -2.482 4.102 -1.989 -0.136 0.220 -0.084
C -3.571 3.345 -1.656 0.064 0.042 0.007
C -3.444 2.046 -1.118 0.585 0.189 -0.063
C -4.539 1.189 -0.791 -0.163 -0.511 0.128
C -4.370 -0.037 -0.245 0.504 0.358 -0.184
C -2.960 -0.436 0.235 -0.327 -0.029 0.084
N -1.895 0.336 -0.366 -1.783 0.227 0.020
C -2.160 1.504 -0.957 -0.459 -0.189 0.007
C -5.521 -0.932 -0.097 -0.265 -0.365 0.061
C -6.841 -0.577 -0.274 0.180 0.106 0.077
C -7.754 -1.641 -0.104 -0.118 -0.029 -0.030
C -7.127 -2.811 0.193 0.256 -0.110 0.017
S -5.423 -2.627 0.267 -0.147 0.325 -0.079
C 0.006 4.315 -2.044 0.611 -0.343 0.125
H 5.897 5.311 -1.683 0.005 -0.001 0.001
H 4.289 7.260 -2.427 0.007 0.006 0.022
H 1.813 6.460 -2.525 -0.027 0.001 0.011
H 2.213 1.872 -1.265 -0.099 -0.070 -0.010
H -2.599 5.114 -2.359 -0.021 -0.013 -0.001
H -4.570 3.751 -1.782 -0.003 0.014 -0.013
H -5.536 1.516 -1.069 0.057 0.006 -0.071
H -1.929 -2.063 0.374 -0.021 -0.002 -0.047
H -7.155 0.431 -0.505 0.007 -0.026 0.037
H -8.826 -1.534 -0.204 0.014 -0.017 0.019
H -7.573 -3.777 0.370 0.001 0.012 0.003
H -0.065 5.346 -2.365 -0.004 0.035 0.011
C 0.337 -6.169 -5.923 -0.055 0.072 0.072
C 0.283 -5.206 -4.766 0.005 -0.067 -0.012
C 0.550 -3.851 -4.929 -0.028 -0.057 0.018
C 0.501 -2.957 -3.872 -0.058 0.137 -0.014
C 0.823 -1.506 -4.102 0.018 -0.038 -0.010
C 0.175 -3.425 -2.572 0.077 0.473 -0.170
C 0.154 -2.578 -1.423 0.033 -1.297 0.560
O 0.074 -1.291 -1.401 -0.018 -2.120 -3.782
C -0.117 -4.805 -2.404 -0.030 -0.112 0.041
C -0.542 -5.344 -1.064 0.078 0.017 -0.056
C -0.056 -5.656 -3.491 0.041 0.065 -0.018
H 0.789 -5.704 -6.799 0.007 -0.018 -0.015
H -0.668 -6.504 -6.200 0.014 -0.026 -0.044
H 0.918 -7.057 -5.665 0.010 -0.016 -0.044
H 0.813 -3.481 -5.917 0.025 0.026 0.013
H 1.168 -1.347 -5.126 -0.008 -0.026 -0.016
H 1.597 -1.167 -3.411 -0.018 0.041 -0.007
H -0.054 -0.882 -3.922 0.050 0.049 0.000
H 0.205 -3.065 -0.450 -0.085 0.085 -0.053
H -1.427 -4.817 -0.700 0.018 -0.004 0.058
H 0.241 -5.219 -0.312 -0.033 0.000 0.041
H -0.775 -6.406 -1.139 -0.007 -0.003 -0.003
H -0.286 -6.708 -3.347 -0.008 -0.006 0.023
```
Positions in Å, forces in eV/Å.

Computed properties:
HOMO level (alpha / beta) (eV): -1.08 / -1.10
Net charge: -2
Multiplicity: 4
LUMO level (alpha / beta) (eV): 3.951 / 3.873
Frontier orbital gap (alpha / beta) (eV): 5.03 / 4.97

[3]
Density functional theory data (wB97M-V/def2-TZVPD) for a molecular structure, C39H33As2NNaO4.

Structure (XYZ):
```
80
Properties=species:S:1:pos:R:3:forces:R:3
Na -0.454 0.816 -0.569 -0.527 -1.020 0.652
C 1.829 -2.220 -0.139 0.241 -0.131 0.238
C 0.741 -2.893 -0.960 0.327 -0.098 -0.290
As -1.118 -2.274 -0.715 -0.781 -1.116 0.079
C -1.821 -3.672 -2.015 0.082 0.144 0.114
C -1.627 -3.696 -3.389 0.186 0.031 -0.082
C -2.210 -4.672 -4.177 -0.051 -0.039 -0.215
C -3.014 -5.640 -3.604 -0.061 -0.161 -0.063
C -3.215 -5.640 -2.234 -0.145 -0.132 -0.007
C -2.628 -4.659 -1.455 0.210 0.181 0.363
C -1.307 -0.876 -2.049 -0.123 -0.109 -0.398
C -2.475 -0.125 -1.954 -0.343 -0.234 0.273
C -2.792 0.835 -2.896 -0.166 0.099 -0.120
C -1.938 1.056 -3.964 -0.062 0.007 -0.135
C -0.776 0.315 -4.073 0.019 0.043 -0.157
C -0.458 -0.634 -3.118 0.249 -0.141 -0.061
As 2.110 -0.353 -0.702 0.603 -0.747 0.321
C 3.724 0.004 0.345 0.063 0.159 0.169
C 3.872 -0.415 1.661 -0.341 -0.188 0.080
C 5.042 -0.160 2.357 0.134 0.032 0.141
C 6.070 0.546 1.757 0.128 -0.058 0.081
C 5.922 1.003 0.459 0.060 0.057 -0.050
C 4.757 0.738 -0.234 -0.128 0.069 -0.259
C 3.171 -0.770 -2.294 -0.036 0.045 -0.295
C 4.221 -1.681 -2.275 0.006 -0.239 0.174
C 4.994 -1.907 -3.399 0.105 -0.059 0.011
C 4.734 -1.211 -4.568 -0.005 0.049 -0.136
C 3.692 -0.300 -4.603 0.137 0.058 -0.218
C 2.925 -0.075 -3.470 -0.241 0.107 0.115
H 2.769 -2.780 -0.227 -0.138 0.117 -0.014
H 1.544 -2.215 0.915 0.145 0.118 -0.158
H 0.708 -3.962 -0.696 -0.135 0.272 -0.144
H 0.988 -2.840 -2.031 -0.065 -0.139 0.176
H -1.008 -2.947 -3.866 -0.006 0.037 -0.018
H -2.047 -4.674 -5.247 0.020 0.016 -0.078
H -3.483 -6.392 -4.223 -0.032 -0.079 -0.043
H -3.839 -6.400 -1.782 -0.033 -0.032 0.054
H -2.783 -4.646 -0.376 -0.061 -0.038 -0.145
H -3.154 -0.328 -1.124 0.081 0.122 -0.094
H -3.716 1.392 -2.815 0.006 0.059 0.055
H -2.188 1.789 -4.719 0.018 0.056 0.016
H -0.116 0.470 -4.915 0.117 0.063 -0.039
H 0.467 -1.195 -3.227 -0.116 0.052 0.019
H 3.067 -0.951 2.157 0.011 -0.004 -0.038
H 5.162 -0.517 3.371 -0.078 -0.009 0.053
H 6.992 0.728 2.290 0.063 0.041 0.094
H 6.724 1.553 -0.014 0.010 0.074 -0.039
H 4.650 1.093 -1.256 0.054 -0.008 0.080
H 4.457 -2.220 -1.365 -0.005 0.033 0.024
H 5.812 -2.615 -3.361 0.001 -0.014 0.021
H 5.354 -1.368 -5.442 -0.029 -0.021 -0.041
H 3.491 0.252 -5.512 -0.027 0.041 -0.014
H 2.130 0.659 -3.475 -0.040 0.100 -0.066
C 0.118 -0.804 4.273 0.119 0.113 0.205
C -0.038 0.398 3.605 0.054 0.327 0.271
C -0.328 0.426 2.245 -0.026 -0.187 -0.001
C -0.510 -0.743 1.492 0.171 0.176 -0.283
C -0.375 -1.928 2.225 -0.151 -0.083 -0.285
C -0.037 -1.981 3.564 -0.013 -0.205 0.053
H 0.353 -0.829 5.330 0.044 0.065 0.022
H 0.082 1.325 4.154 -0.021 0.101 0.026
H -0.439 1.402 1.776 0.084 0.137 0.088
H -0.546 -2.882 1.708 0.073 0.071 0.175
H 0.115 -2.935 4.055 -0.083 -0.095 0.073
O -0.600 2.865 -0.291 -0.434 1.075 0.676
C 0.476 2.883 -0.913 0.246 0.804 -0.286
O 0.774 2.104 -1.837 0.557 0.316 -0.780
C 1.560 3.836 -0.454 0.046 -0.136 0.006
C 1.714 5.123 -0.956 -0.105 -0.184 0.068
C 2.772 5.910 -0.549 0.319 0.111 0.110
C 3.693 5.398 0.365 -1.330 -0.952 -0.445
C 3.532 4.117 0.894 0.300 0.344 0.082
C 2.464 3.349 0.484 -0.118 -0.013 0.025
N 4.806 6.188 0.760 1.376 0.974 0.467
O 5.633 5.696 1.525 -0.469 0.293 -0.416
O 4.898 7.330 0.312 -0.021 -0.584 0.258
H 0.989 5.494 -1.664 -0.018 0.128 -0.123
H 2.914 6.909 -0.933 -0.014 0.004 -0.006
H 4.250 3.755 1.615 -0.003 -0.080 -0.008
H 2.312 2.356 0.889 0.115 0.013 0.041
```
Positions in Å, forces in eV/Å.

Computed properties:
HOMO level (eV): -4.00
Net charge: -1
Relative energy (zero: lowest compared OMol25 entry of this formula, charge and spin) (kJ/mol): 77.7
Multiplicity: 1
LUMO level (eV): 1.681
Frontier orbital gap (eV): 5.68

For each record above, in turn, the calculated E values are -114724.311, -136096.137, -176750.681 eV.